# 1
Molecular formula: C46H63Br2F9N2O30S
Method: DFT, ωB97M-V with the def2-TZVPD basis set

XYZ file:
```
153
Properties=species:S:1:pos:R:3
C 5.2581 0.7874 0.7009
O 4.4715 0.8274 -0.4666
C 3.5940 1.9301 -0.4138
C 2.2748 1.6886 -1.1695
C 1.2411 2.7212 -0.6314
C -0.1592 2.1127 -0.3056
C -0.3818 1.5287 1.1259
C 0.3219 2.1480 2.3018
N -0.2785 3.3903 2.8237
C 0.2240 0.0722 1.0855
S 1.9839 -0.2205 1.6083
N -0.5384 -0.5918 2.1993
C -1.6768 0.1886 2.5492
O -2.2316 0.1425 3.5800
C -1.9056 1.0768 1.2768
O -2.1880 0.0856 0.3085
C -3.5162 -0.4443 0.3612
C -3.7073 -1.9667 0.2176
C -4.5483 -2.4526 1.4254
C -2.4909 -2.9257 0.0691
C -2.0155 -3.5354 1.4148
C -1.3148 -2.4406 -0.8019
C -2.8510 2.2892 1.3533
Br -3.7532 2.6897 -0.3926
C -3.9546 2.2234 2.4627
C -5.2844 2.8923 2.1448
Br -3.3002 3.1576 4.0899
H 4.6511 0.8325 1.6037
H 5.7804 -0.1660 0.7249
H 6.0198 1.5702 0.7361
H 4.0361 2.8702 -0.7652
H 3.3109 2.1000 0.6284
H 2.4998 1.9000 -2.2115
H 1.9363 0.6613 -1.0689
H 1.0727 3.3942 -1.4628
H 1.6573 3.3502 0.1516
H -0.3677 1.3159 -1.0095
H -0.8631 2.9265 -0.4392
H 1.3238 2.4063 1.9687
H 0.4757 1.4821 3.1453
H -0.2749 3.3607 3.8357
H 0.3049 4.1876 2.5986
H 0.2049 -0.4386 0.1400
H 1.8631 -0.8967 2.7654
H -0.7500 -1.5007 1.8028
H -4.0744 0.0274 -0.4474
H -4.0443 -0.1078 1.2526
H -4.3605 -2.1530 -0.6288
H -4.1449 -2.1105 2.3731
H -4.7485 -3.5186 1.3909
H -5.5143 -1.9497 1.3259
H -2.8798 -3.7929 -0.4508
H -1.9418 -2.7938 2.2061
H -1.0044 -3.9100 1.2550
H -2.6070 -4.3952 1.6941
H -1.6302 -1.5495 -1.3375
H -1.0970 -3.1706 -1.5788
H -0.3926 -2.2625 -0.2533
H -2.2954 3.2012 1.5289
H -4.1745 1.2212 2.8019
H -5.8960 2.3033 1.4695
H -5.8369 2.9199 3.0833
H -5.1873 3.9248 1.8317
C 8.7181 1.6680 -1.8148
C 8.7659 0.2437 -2.3056
O 9.1927 -0.4629 -1.1572
C 8.7535 0.2462 -0.0754
O 8.7010 -0.1797 1.0273
O 8.3762 1.5037 -0.4347
F 9.6834 0.0840 -3.2905
H 9.6880 2.1616 -1.8928
H 7.9719 2.2677 -2.3306
H 7.8052 -0.1521 -2.6401
C -1.0401 7.2771 -2.0235
C -0.9074 5.8548 -2.5049
O -0.4820 5.1683 -1.3406
C -0.9830 5.8622 -0.2775
O -1.0413 5.4398 0.8272
O -1.4177 7.0909 -0.6562
F 0.0462 5.7318 -3.4608
H -0.0943 7.8188 -2.0724
H -1.7988 7.8369 -2.5649
H -1.8393 5.4147 -2.8648
C -8.0221 -2.1494 0.0170
C -9.2310 -1.7545 0.8266
O -8.8435 -0.5047 1.3706
C -7.9622 0.0533 0.4903
O -7.6446 1.1953 0.4878
O -7.5104 -0.8764 -0.3931
F -9.4628 -2.6253 1.8373
H -7.2763 -2.6647 0.6227
H -8.2693 -2.7667 -0.8432
H -10.1451 -1.6275 0.2438
C -3.2221 0.2287 -4.1296
C -2.8118 -1.2076 -3.9168
O -2.9564 -1.7671 -5.2067
C -2.7477 -0.7543 -6.0960
O -2.5272 -0.9110 -7.2504
O -2.8142 0.4536 -5.4824
F -3.6477 -1.8327 -3.0514
H -4.3019 0.3619 -4.0443
H -2.7245 0.9188 -3.4513
H -1.7818 -1.3426 -3.5821
C 0.3579 -2.5683 -7.9077
C 0.9132 -2.1948 -6.5591
O 0.9145 -3.4327 -5.8684
C 1.0672 -4.4063 -6.8131
O 1.3724 -5.5277 -6.5774
O 0.8316 -3.9148 -8.0548
F 0.0972 -1.3268 -5.8997
H -0.7323 -2.5596 -7.9210
H 0.7276 -1.9319 -8.7077
H 1.9228 -1.7899 -6.5828
C 0.9977 -7.7187 -0.1253
C 0.4735 -7.6021 1.2836
O -0.4437 -6.5272 1.1821
C -0.9128 -6.5287 -0.1012
O -1.8750 -5.9424 -0.4683
O -0.1307 -7.3002 -0.8981
F 1.4526 -7.2674 2.1570
H 1.8349 -7.0433 -0.3071
H 1.2951 -8.7316 -0.3851
H -0.0468 -8.4895 1.6484
C 3.0155 1.9984 5.3451
C 4.4246 1.8181 4.8316
O 4.3435 2.4171 3.5463
C 3.3850 3.3797 3.6179
O 3.2352 4.2388 2.8122
O 2.6171 3.2229 4.7221
F 4.7342 0.5074 4.6904
H 2.3600 1.1957 5.0195
H 2.9700 2.0797 6.4265
H 5.2012 2.3097 5.4202
C 4.7772 -2.9650 -4.1122
C 5.5587 -1.6852 -3.9525
O 5.5314 -1.1427 -5.2640
C 4.3840 -1.5872 -5.8464
O 3.9040 -1.1300 -6.8328
O 3.8510 -2.6164 -5.1457
F 6.8441 -1.9219 -3.5988
H 5.4055 -3.7903 -4.4494
H 4.2572 -3.2617 -3.2050
H 5.1187 -0.9698 -3.2549
C -0.5078 3.0047 7.6562
C -0.3879 1.5755 7.1923
O -0.0206 0.8935 8.3746
C -0.5521 1.6026 9.4193
O -0.6648 1.1916 10.5219
O -0.9373 2.8411 9.0096
F 0.6057 1.4283 6.2723
H 0.4525 3.5243 7.6388
H -1.2317 3.5773 7.0811
H -1.3111 1.1507 6.7953
```

The lowest unoccupied orbital energy is 0.0030 hartree. Its net charge is 0.

Mulliken population analysis, charges in e, atoms 1 to 8:
1. C -0.1043
2. O -0.3017
3. C 0.0266
4. C -1.1611
5. C -0.7268
6. C -0.5004
7. C 1.6432
8. C -0.4483

---

# 2
Molecular formula: C46H63N4NaO5SSe
Method: DFT, ωB97M-V with the def2-TZVPD basis set

XYZ file:
```
121
Properties=species:S:1:pos:R:3
Na 0.5882 0.9867 -0.3675
C -6.6281 0.2601 -4.8016
C -6.1451 -0.2078 -3.4246
C -7.0327 0.4569 -2.3619
C -6.3384 -1.7323 -3.3653
C -4.6842 0.1169 -3.1448
C -4.1441 -0.2025 -1.9035
C -2.8197 0.0317 -1.6310
Se -2.1165 -0.3960 0.1113
C -2.7387 1.1558 1.0778
C -3.9806 1.1887 1.6633
C -4.4054 2.3200 2.3549
C -3.5167 3.3935 2.4324
C -2.2553 3.3864 1.8698
C -1.8009 2.2238 1.1610
O -0.6524 2.0870 0.6449
C -1.2893 4.5620 1.9979
C -0.0434 4.0769 2.7521
C -1.8715 5.7738 2.7464
C -0.8779 5.0160 0.5905
C -5.7832 2.3193 3.0059
C -6.1190 3.6273 3.7322
C -6.8568 2.0898 1.9307
C -5.8420 1.1881 4.0436
C -1.8946 0.5782 -2.5651
O -0.6668 0.6829 -2.2594
C -2.4854 0.9566 -3.8218
C -3.8212 0.7024 -4.0674
C -1.6019 1.5991 -4.8867
C -2.3559 2.0828 -6.1361
C -0.8891 2.8146 -4.2834
C -0.5639 0.5517 -5.3055
H -7.6743 -0.0197 -4.9391
H -6.0506 -0.2061 -5.5959
H -6.5518 1.3397 -4.9015
H -8.0856 0.2280 -2.5360
H -6.9012 1.5366 -2.3849
H -6.7703 0.1146 -1.3659
H -7.3785 -2.0034 -3.5579
H -6.0565 -2.1222 -2.3917
H -5.7131 -2.2148 -4.1143
H -4.7539 -0.6399 -1.1227
H -4.6114 0.3107 1.5827
H -3.8279 4.2748 2.9752
H -0.3219 3.6752 3.7262
H 0.6709 4.8884 2.8999
H 0.4357 3.2962 2.1699
H -2.1260 5.5222 3.7763
H -2.7608 6.1552 2.2443
H -1.1288 6.5751 2.7739
H -0.4273 4.1734 0.0732
H -0.1526 5.8298 0.6409
H -1.7502 5.3532 0.0294
H -6.0953 4.4721 3.0474
H -5.4188 3.8103 4.5449
H -7.1223 3.5636 4.1591
H -6.8166 2.8854 1.1893
H -7.8556 2.0758 2.3719
H -6.6950 1.1469 1.4167
H -5.0622 1.3343 4.7888
H -5.6810 0.2233 3.5719
H -6.8105 1.1740 4.5468
H -4.2151 0.9814 -5.0322
H -3.1335 2.7994 -5.8751
H -2.8103 1.2594 -6.6848
H -1.6554 2.5804 -6.8096
H -1.6225 3.5491 -3.9551
H -0.2315 3.2847 -5.0180
H -0.3090 2.4954 -3.4217
H -1.0612 -0.3261 -5.7183
H -0.0159 0.2549 -4.4162
H 0.1328 0.9443 -6.0486
N 1.8216 -1.5680 -2.0422
C 2.6619 -0.7781 -2.9261
C 3.3342 0.3672 -2.1694
N 2.3863 1.4492 -2.0291
H 1.0104 -1.9131 -2.5452
H 1.4479 -0.9615 -1.3170
H 2.0998 -0.3193 -3.7535
H 3.4112 -1.4592 -3.3591
H 4.2538 0.6717 -2.7061
H 3.6275 0.0331 -1.1742
H 2.3630 2.0283 -2.8585
H 2.5789 2.0208 -1.2187
C 3.4642 2.9134 7.2154
C 3.3680 2.4249 5.7946
C 4.4710 2.4348 4.9498
C 4.3529 2.0056 3.6370
C 3.1356 1.5570 3.1610
C 2.0289 1.5378 3.9882
C 2.1508 1.9724 5.2964
S 2.9916 0.9990 1.4375
O 4.3515 0.7575 0.9755
O 2.3416 2.0868 0.7408
N 2.0415 -0.2603 1.3587
C 2.4357 -1.4687 1.7964
C 3.5703 -1.7082 2.5721
C 3.9220 -2.9878 2.9889
C 3.1630 -4.0812 2.6507
C 2.0008 -3.9050 1.8803
C 1.1777 -4.9804 1.4914
C 0.0532 -4.7409 0.7518
C -0.2455 -3.4135 0.4081
N 0.4982 -2.3987 0.7476
C 1.6135 -2.6019 1.4577
H 4.4996 2.9836 7.5440
H 2.9262 2.2516 7.8932
H 3.0180 3.9048 7.3056
H 5.4299 2.7747 5.3225
H 5.1978 2.0075 2.9641
H 1.0876 1.1829 3.6021
H 1.2883 1.9529 5.9468
H 4.1879 -0.8653 2.8456
H 4.8145 -3.1122 3.5960
H 3.4413 -5.0767 2.9722
H 1.4586 -5.9845 1.7896
H -0.5918 -5.5489 0.4378
H -1.1343 -3.1742 -0.1632
O -0.4623 -0.3896 3.0749
H 0.2332 -0.5408 2.4205
H -1.2103 -0.1254 2.5294
```

The lowest unoccupied orbital energy is 0.1380 hartree. Its net charge is -2. The value obtained for the relative energy (zero: lowest compared OMol25 entry of this formula, charge and spin) is 10.6 kcal/mol.

Mulliken population analysis, charges in e, atoms 1 to 8:
1. Na 1.5069
2. C -2.3226
3. C 2.5295
4. C -1.7497
5. C -1.7785
6. C -0.7022
7. C -0.5590
8. C 0.1506

---

# 3
Molecular formula: C46H64IrN7OSeSi
Method: DFT, ωB97M-V with the def2-TZVPD basis set

XYZ file:
```
121
Properties=species:S:1:pos:R:3
Ir -2.3506 -1.1581 1.5281
C -2.8920 0.2703 5.5697
C -2.4353 -0.2850 4.2641
N -3.0020 -0.0479 3.1361
C -4.2868 0.5934 2.9737
C -5.2689 -0.5639 2.8159
N -4.7427 -1.6315 1.9179
C -5.3623 -1.7076 0.5856
C -4.7422 -0.6886 -0.3392
N -3.2851 -0.8926 -0.4372
C -2.8885 -2.0561 -1.3053
C -2.3509 -3.2663 -0.5329
N -1.6140 -2.7891 0.6296
C -0.7160 -3.4357 1.3009
C -0.0800 -4.7111 0.8745
C -0.4412 -2.8651 2.6532
C 0.4891 -3.2806 3.5928
C 0.4929 -2.6750 4.8449
C -0.4237 -1.6758 5.1577
C -1.3230 -1.2791 4.1832
N -1.2930 -1.8797 2.9912
H -3.7498 -0.2978 5.9414
H -3.1890 1.3119 5.4682
H -2.1080 0.2085 6.3200
H -4.2429 1.1996 2.0683
H -4.5838 1.2414 3.7979
H -6.2276 -0.1845 2.4592
H -5.4326 -1.0078 3.7978
H -4.8280 -2.5262 2.3839
H -6.4395 -1.5281 0.6262
H -5.2174 -2.7189 0.2021
H -4.9051 0.3183 0.0484
H -5.2179 -0.7458 -1.3210
H -2.8983 -0.0546 -0.8725
H -2.1114 -1.7057 -1.9832
H -3.7371 -2.3666 -1.9161
H -1.7512 -3.8885 -1.1970
H -3.1733 -3.8874 -0.1685
H -0.1875 -4.8814 -0.1933
H -0.5309 -5.5589 1.3977
H 0.9819 -4.7035 1.1205
H 1.1969 -4.0650 3.3639
H 1.2090 -2.9949 5.5895
H -0.4292 -1.2324 6.1434
C 4.4539 1.4958 -3.1407
C 3.4498 2.4167 -3.8320
C 1.9859 2.0906 -3.5156
C 1.3484 1.0431 -4.4236
N 1.9609 -0.2907 -4.3132
C 1.7631 -1.1745 -3.3003
Se 0.6508 -0.8956 -1.8733
N 2.5150 -2.2817 -3.5472
C 2.5860 -3.4991 -2.7321
C 3.9753 -3.7806 -2.1518
C 4.2738 -3.0646 -0.8331
C 4.5286 -1.5664 -0.9753
C 3.1568 -2.1206 -4.7442
C 3.9756 -2.9865 -5.4806
C 4.4279 -2.5195 -6.6866
C 4.0958 -1.2247 -7.1661
C 3.2934 -0.3722 -6.4559
C 2.8104 -0.8457 -5.2284
H 5.4717 1.8466 -3.3069
H 4.4040 0.4674 -3.5066
H 4.2819 1.4804 -2.0617
H 3.6082 2.3965 -4.9148
H 3.6462 3.4411 -3.5152
H 1.3720 2.9884 -3.6151
H 1.9043 1.7614 -2.4758
H 1.4469 1.3449 -5.4644
H 0.2863 0.9394 -4.2045
H 2.2597 -4.3257 -3.3650
H 1.8647 -3.3817 -1.9255
H 4.7452 -3.5195 -2.8812
H 4.0381 -4.8592 -1.9977
H 5.1587 -3.5296 -0.3963
H 3.4459 -3.2342 -0.1343
H 5.3631 -1.3780 -1.6535
H 4.7832 -1.1262 -0.0115
H 3.6552 -1.0334 -1.3563
H 4.2350 -3.9733 -5.1255
H 5.0548 -3.1560 -7.2959
H 4.4825 -0.9091 -8.1253
H 3.0456 0.6098 -6.8315
C 1.9708 2.4250 2.6417
C 1.3620 2.3462 1.2544
C 1.8173 1.1205 0.4869
C 1.4152 3.6372 0.4589
Si -0.6930 2.0176 1.5621
O -0.8877 0.4142 1.6481
C -1.6428 2.7469 0.1111
C -1.3887 2.2995 -1.1917
C -2.1776 2.7069 -2.2590
C -3.2491 3.5664 -2.0418
C -3.5209 4.0158 -0.7592
C -2.7248 3.6101 0.3085
C -0.8920 3.0765 3.0949
C -0.9066 2.4700 4.3524
C -1.0126 3.2235 5.5142
C -1.0873 4.6057 5.4329
C -1.0663 5.2274 4.1927
C -0.9716 4.4702 3.0322
H 3.0617 2.5070 2.5373
H 1.7726 1.5233 3.2276
H 1.6329 3.2950 3.2002
H 2.9151 1.1337 0.3998
H 1.5370 0.1927 0.9908
H 1.4117 1.1157 -0.5275
H 2.4687 3.8834 0.2595
H 0.9996 4.4807 1.0106
H 0.9115 3.5562 -0.5042
H -0.5617 1.6212 -1.3719
H -1.9540 2.3653 -3.2636
H -3.8679 3.8860 -2.8701
H -4.3491 4.6913 -0.5866
H -2.9578 3.9716 1.3031
H -0.8057 1.3923 4.4176
H -1.0260 2.7393 6.4840
H -1.1570 5.1997 6.3344
H -1.1213 6.3061 4.1268
H -0.9704 4.9796 2.0763
```

The lowest unoccupied orbital energy (spin up / spin down) is -0.3168 / -0.3690 hartree. Its net charge is +3. Its spin multiplicity is 2. Its expectation value of S² is 0.78. The value obtained for the relative energy (zero: lowest compared OMol25 entry of this formula, charge and spin) is 45.4 kcal/mol.

Mulliken population analysis, charges in e, atoms 1 to 8:
1. Ir 1.6490
2. C -1.9263
3. C -0.0655
4. N 0.6173
5. C -0.4926
6. C -1.0861
7. N -0.3797
8. C -0.9595